No. 1
Molecular formula: C16H34IrOP2
Method: DFT, ωB97M-V/def2-TZVPD

Expectation value of S²: 8.770
HOMO-LUMO gap (alpha / beta) (Ha): 0.2437 / 0.1516
ΔE to the lowest compared entry with this formula, charge and spin (eV): 0.395

Geometry as ORCA input:
```
! RIJCOSX wB97M-V def2-TZVPD def2/J DEFGRID3
* xyz 2 6
Ir 1.44341 1.33430 -1.77685
P -0.52620 0.11601 -0.70187
P 0.76557 1.39604 -3.78220
O 2.43054 1.52850 -0.26080
C -0.85243 -3.37393 4.56770
C -1.33164 -0.01529 4.32002
C -2.37156 0.05992 -0.12939
C -1.71879 -0.74459 3.02231
C -0.79694 -1.61386 -1.32172
C 1.79929 0.48898 -4.90429
C 0.26877 -3.45198 3.51086
C -1.09107 1.20971 -2.10610
C 0.18495 2.75580 -4.90236
C -0.88457 0.68646 -3.49798
C 2.58663 2.85260 -2.73771
C -0.17321 -2.61697 2.31014
C 3.17227 1.87429 0.85929
C -0.84569 -2.24033 5.56635
C -0.48962 -1.31978 2.39244
C -0.88087 -0.90632 5.45187
H 0.44720 -4.51564 3.22275
H -0.50436 0.66402 4.07260
H 0.15266 -0.54256 1.95491
H -0.51825 -0.33153 6.32002
H -0.91357 -0.39346 -3.69347
H 3.64890 2.55065 -2.74821
H -1.23272 -2.27234 -0.55228
H -2.51630 -1.48901 3.19499
H 2.63708 2.70238 1.28995
H 1.57300 0.82052 -5.92100
H -0.88959 2.94108 -4.82626
H 2.84534 0.71915 -4.69405
H -1.53099 1.16954 -4.24063
H -2.68468 -0.86029 0.39823
H -2.17988 0.61848 4.65768
H -2.16576 -0.01725 2.32668
H 0.69483 3.70432 -4.75923
H -2.07355 1.66929 -1.92313
H 4.15494 2.12301 0.49204
H -0.16182 -3.13792 1.33955
H -2.65884 0.94379 0.44972
H 0.38842 2.40519 -5.93125
H -0.85924 -2.62497 6.59549
H 1.63855 -0.58364 -4.81853
H -1.51439 -1.53970 -2.14614
H 1.21547 -3.01925 3.86314
H 2.35499 3.19879 -3.76721
H 3.14982 0.96428 1.43969
H 0.13865 -2.07111 -1.66959
H -0.70173 -4.28837 5.14061
H -0.34567 2.06116 -1.86544
H 2.50317 3.75368 -2.10362
H -2.92400 0.10097 -1.08429
H -1.85654 -3.44284 4.10657
*
```

***

No. 2
Molecular formula: C7H15N2Si
Method: DFT, ωB97M-V/def2-TZVPD

Structure (SMILES): CC(C)=C([SiH3])C1=[NH+]CCN1
HOMO-LUMO gap (Ha): 0.3887
ΔE to the lowest compared entry with this formula, charge and spin (eV): 2.576

Geometry as ORCA input:
```
! RIJCOSX wB97M-V def2-TZVPD def2/J DEFGRID3
* xyz 1 1
Si 0.10724 -1.13680 -2.50087
N -1.84937 0.05028 0.49390
N -0.29900 -1.15344 1.24252
C -1.32852 -1.42733 2.27237
C -0.65572 -0.42057 0.20826
C 0.39513 -0.04273 -0.95430
C 2.28387 1.32442 -1.73367
C 1.26215 0.93402 -0.77165
C 1.35936 1.66234 0.55845
C -2.47705 -0.44547 1.84984
H -1.18652 -0.88607 -3.24124
H 2.57925 2.36970 -1.68056
H 1.02300 -0.59149 -3.43768
H 2.05711 1.17939 1.29947
H 0.15387 -2.44376 -1.70986
H -1.09851 -1.11881 3.27086
H 3.17074 0.74106 -1.61916
H -3.41005 -0.99185 1.60589
H 1.66285 2.68522 0.49618
H 0.64321 -1.48914 1.30873
H 1.98394 1.11016 -2.77499
H -1.59114 -2.45041 2.17766
H -2.61168 0.48033 -0.06590
H -2.63795 0.23635 2.61025
H 0.46382 1.82461 1.09550
*
```

***

No. 3
Molecular formula: C32H23CdClN4PS2
Method: DFT, ωB97M-V/def2-TZVPD

HOMO-LUMO gap (Ha): 0.2337
ΔE to the lowest compared entry with this formula, charge and spin (eV): 0.684

Geometry as ORCA input:
```
! RIJCOSX wB97M-V def2-TZVPD def2/J DEFGRID3
* xyz -1 1
Cd -0.76396 -0.90049 -0.60945
Cl -2.52767 2.36760 -2.15219
S 0.20251 -2.41192 1.20231
S -0.96379 -3.09390 -1.96103
P 2.17225 0.34092 -0.40839
N 2.04950 1.40025 -1.76262
N -2.12242 -7.52895 3.54490
N -3.57693 -8.32783 -0.22128
N 0.20110 0.27727 -2.58692
C -0.74946 -3.81988 0.75830
C -1.01682 -4.74186 1.77538
C 3.86303 0.80288 0.13135
C -1.73093 -5.91030 1.56322
C -2.84079 -0.11074 -0.31394
C 1.16003 1.17788 -2.78987
C -1.95785 -6.81312 2.65922
C -3.51990 1.36636 1.58533
C 6.16074 0.13003 0.44179
C -1.24071 -4.09631 -0.54915
C 4.85917 -0.16447 0.05190
C -1.97320 -5.27408 -0.73882
C -3.04144 2.41160 -0.47756
C -3.82836 2.59209 2.14401
C 1.21304 0.71064 2.15896
C -2.97214 -7.37490 0.00204
C -3.12147 1.21593 0.24440
C 5.48357 2.37032 0.99304
C 6.47374 1.39716 0.90683
C 0.50539 1.33283 3.17200
C -0.59451 0.63556 -4.81481
C -3.75707 3.75280 1.37961
C 0.45678 2.37966 0.60084
C 1.27550 1.88266 -3.99698
C -0.25506 3.00227 1.61965
C 1.21161 1.24353 0.86819
C -0.22412 2.48588 2.90410
C -0.64082 0.00265 -3.59284
C -3.35827 3.65030 0.05661
C -2.22104 -6.18010 0.27952
C 0.38348 1.60812 -5.00599
C 4.18487 2.07109 0.61567
H 1.75440 -0.20621 2.36735
H -3.26611 -0.89069 0.31619
H -0.85799 3.87333 1.39990
H 4.60891 -1.15493 -0.30962
H -3.59029 0.46916 2.18976
H -1.38573 -0.75710 -3.38418
H 0.40813 2.77363 -0.40791
H -0.79635 2.96222 3.69006
H 0.45403 2.14013 -5.94677
H -2.35630 -5.48259 -1.72867
H -1.30437 0.37989 -5.58748
H 6.92604 -0.63348 0.38535
H -3.28629 4.52719 -0.57418
H 2.06298 2.61463 -4.12183
H -4.13694 2.64219 3.18158
H -4.00780 4.71762 1.80122
H 5.72338 3.35666 1.37012
H 2.65766 2.19728 -1.85835
H 7.48651 1.62760 1.21293
H -3.21561 -0.21107 -1.33364
H 0.50439 0.90512 4.16649
H 3.40655 2.81922 0.72488
H -0.64677 -4.52923 2.76944
*
```

***

No. 4
Molecular formula: C11H10AuCl2N2O4
Method: DFT, ωB97M-V/def2-TZVPD

HOMO-LUMO gap (Ha): 0.2520

Geometry as ORCA input:
```
! RIJCOSX wB97M-V def2-TZVPD def2/J DEFGRID3
* xyz -1 1
Au -0.30789 -0.00058 0.31051
Cl -4.90682 -0.80128 -0.54367
Cl -6.12388 4.38230 0.31444
O -0.28570 2.33038 -0.86560
O -0.38899 -0.87870 3.39029
O -2.17620 0.17917 -0.80530
O 2.81911 0.47285 -0.66097
N 0.35641 -0.47050 2.45914
N 1.99578 -0.09115 0.34428
C 2.26481 -0.66650 3.99955
C -3.60051 3.48744 -0.14651
C -2.98417 1.12558 -0.55368
C 1.66286 -0.38119 2.65520
C -1.25936 2.97726 -0.53359
C -2.63244 2.51060 -0.42946
C -4.91679 3.15490 -0.01478
C 2.47757 0.04473 1.53338
C -5.31963 1.81957 -0.14226
C -4.39032 0.85129 -0.39717
C 3.84902 0.60991 1.77889
H 4.09943 1.33400 1.00893
H 3.22334 -1.18538 3.91706
H -1.12702 4.04959 -0.27262
H 2.21236 0.50637 -1.40890
H 3.89624 1.07973 2.75977
H -3.28622 4.52061 -0.04747
H 4.59773 -0.18674 1.74499
H 2.42180 0.24765 4.58394
H -6.36206 1.55356 -0.02995
H 1.56243 -1.28977 4.55057
*
```

***

No. 5
Molecular formula: C4H5FO
Method: DFT, ωB97M-V/def2-TZVPD

Structure (SMILES): C=C(F)C(C)=O
HOMO-LUMO gap (Ha): 0.3906
ΔE to the lowest compared entry with this formula, charge and spin (eV): 1.174

Geometry as ORCA input:
```
! RIJCOSX wB97M-V def2-TZVPD def2/J DEFGRID3
* xyz 0 1
F 0.74560 -0.19266 1.74943
O -1.07037 0.13638 -1.43082
C -0.18761 0.36137 -0.66529
C 0.93857 1.27920 -0.79300
C -0.11110 -0.67922 0.82676
C -1.06087 -1.57759 0.91620
H 1.84785 0.93944 -0.23972
H 1.17767 1.58053 -1.86947
H -1.61636 -1.56811 0.00551
H -1.08986 -2.34210 1.64055
H 0.42648 2.06277 -0.14016
*
```

***

No. 6
Molecular formula: C4H6FeO3
Method: DFT, ωB97M-V/def2-TZVPD

Expectation value of S²: 8.761
HOMO-LUMO gap (alpha / beta) (Ha): 0.3183 / 0.2196
ΔE to the lowest compared entry with this formula, charge and spin (eV): 1.675

Geometry as ORCA input:
```
! RIJCOSX wB97M-V def2-TZVPD def2/J DEFGRID3
* xyz 3 6
Fe 4.83519 1.21092 -0.64437
O 1.49346 -0.96211 -1.10734
O 3.35903 0.24288 -0.87238
O 1.40316 0.85234 0.07343
C 2.14597 0.13936 -0.70833
C -2.67749 0.26788 0.50199
C 0.30848 -1.04262 -0.43395
C 0.20414 0.00835 0.40812
H -1.90937 -0.27894 1.20453
H 0.04445 0.04814 1.48112
H -0.42503 -1.74985 -0.80827
H -3.10862 1.06408 1.11956
H -3.38452 -0.51771 0.20654
H -2.28884 0.71729 -0.42063
*
```

***

No. 7
Molecular formula: C5H6S
Method: DFT, ωB97M-V/def2-TZVPD

Structure (SMILES): C=C=CC(C)=S
HOMO-LUMO gap (Ha): 0.2940
ΔE to the lowest compared entry with this formula, charge and spin (eV): 1.586

Geometry as ORCA input:
```
! RIJCOSX wB97M-V def2-TZVPD def2/J DEFGRID3
* xyz 0 1
S 2.92177 0.14547 -0.15293
C 0.41908 0.98731 -0.24448
C 1.30192 -0.16106 -0.17902
C -0.90615 1.00063 -0.15006
C -2.12832 1.03048 0.27992
C 0.80245 -1.54628 -0.14765
H 0.97163 1.88944 -0.34774
H -0.00411 -1.38687 0.63307
H 0.25959 -1.94925 -0.98957
H -3.03305 1.15465 -0.29315
H 1.60672 -2.22648 0.23153
H -2.21152 1.06195 1.36008
*
```

***

So what do the calculations give for maximum force? Going down the list: 5.6 5.0 0.5 0.7 4.5 3.0 2.6 eV/Å.